{
  "formula": "C9H12F2LiN4OS",
  "method": "wB97M-V/def2-TZVPD",
  "species": ["Li", "N", "C", "S", "N", "N", "C", "C", "C", "C", "C", "C", "N", "H", "H", "H", "H", "H", "H", "H", "F", "C", "F", "H", "C", "O", "H", "H", "H", "H"],
  "coordinates": [[0.272, -1.122, -0.087], [-2.268, 3.988, -0.097], [-1.657, 2.793, 0.238], [-2.620, 1.691, 1.084], [-0.388, 2.744, -0.068], [0.350, 1.638, -0.044], [1.623, 1.862, 0.009], [2.618, 0.844, -0.007], [3.977, 1.224, -0.010], [4.956, 0.261, -0.017], [4.568, -1.075, 0.018], [3.212, -1.361, 0.030], [2.262, -0.448, 0.001], [-3.100, 4.197, 0.436], [-1.630, 4.754, -0.256], [1.984, 2.896, 0.077], [4.237, 2.273, -0.017], [6.002, 0.542, -0.045], [5.300, -1.868, 0.034], [2.867, -2.382, 0.076], [0.485, -3.032, -1.058], [0.536, -3.168, 0.390], [-0.600, -3.970, 0.638], [1.362, -3.908, 0.509], [-2.672, -1.465, -0.319], [-1.546, -0.648, -0.516], [-3.548, -1.080, -0.861], [-2.937, -1.529, 0.742], [-2.442, -2.466, -0.680], [-1.762, 0.217, -0.101]],
  "lowdin_charge": [0.5814, 0.0134, -0.9482, 0.5488, -0.0635, 0.0153, -0.1337, -0.2730, -0.0395, -0.0883, -0.0686, -0.1374, 0.0680, 0.0482, 0.0700, 0.1064, 0.1011, 0.0996, 0.0934, 0.0775, -0.2256, -0.3497, -0.1731, 0.0159, -0.1886, -0.2838, 0.0760, 0.0777, 0.0708, -0.0902],
  "relative_energy_kcal_mol": 3.6,
  "fmax_ev_per_a": 1.7,
  "charge": -1,
  "lumo_energy_ev": 2.757
}


{
  "formula": "C9H12GdN2O2",
  "method": "wB97M-V/def2-TZVPD",
  "species": ["C", "C", "N", "C", "O", "O", "C", "C", "C", "C", "C", "C", "N", "H", "H", "H", "H", "H", "H", "H", "H", "H", "H", "H", "H", "Gd"],
  "coordinates": [[3.498, -1.348, -0.491], [2.406, -0.367, 0.247], [2.684, 1.124, 0.068], [1.362, 1.798, 0.491], [0.855, 2.663, -0.419], [0.698, 1.587, 1.788], [-0.757, 1.792, 1.713], [-1.386, 0.626, 0.686], [-2.390, 1.216, -0.448], [-2.999, 0.087, -1.522], [-2.418, -1.431, -1.173], [-1.432, -1.821, 0.061], [-0.928, -0.760, 0.980], [2.884, -2.292, -0.886], [4.277, -1.803, 0.286], [4.012, -0.887, -1.440], [1.367, -0.559, -0.309], [2.355, -0.562, 1.400], [2.737, 1.247, -0.987], [-1.081, 2.877, 1.414], [-1.287, 1.569, 2.759], [-2.685, 2.362, -0.558], [-3.720, 0.344, -2.406], [-2.763, -2.318, -1.886], [-1.068, -2.941, 0.238], [-4.220, -2.201, 0.395]],
  "lowdin_charge": [-0.0635, -0.1890, 0.2527, -0.1942, 0.1407, -0.0185, -0.0799, -0.1174, 0.1008, 0.0263, -0.3391, -0.2050, 0.0767, 0.1080, 0.1279, 0.1114, 0.1521, 0.1655, 0.1931, 0.1646, 0.1850, 0.1604, 0.1431, 0.1103, 0.1548, 1.8335],
  "multiplicity": 8,
  "s_squared": 16.816,
  "fmax_ev_per_a": 8.5,
  "charge": 3,
  "lumo_energy_ev": [-12.633, -14.037]
}


{
  "formula": "C9H12N",
  "method": "wB97M-V/def2-TZVPD",
  "species": ["C", "C", "N", "C", "C", "C", "C", "C", "C", "C", "H", "H", "H", "H", "H", "H", "H", "H", "H", "H", "H", "H"],
  "coordinates": [[-2.573, 0.050, -0.977], [-1.699, 0.011, 0.177], [-2.217, 0.065, 1.337], [-0.119, -0.088, -0.027], [-0.130, -1.457, -0.435], [1.117, -2.159, -0.581], [2.232, -1.669, -0.060], [2.275, -0.321, 0.356], [1.190, 0.546, 0.346], [1.924, 1.979, 0.620], [-2.159, -0.612, -1.874], [-2.498, 1.043, -1.266], [-3.671, -0.120, -0.814], [-1.560, 0.039, 2.124], [-3.164, 0.117, 1.363], [-0.886, -2.012, -0.915], [1.062, -3.035, -1.205], [3.088, -2.166, -0.129], [3.237, 0.065, 0.517], [2.503, 2.140, 1.638], [2.444, 2.167, -0.300], [1.001, 2.746, 0.555]],
  "lowdin_charge": [-0.0014, -0.2485, 0.2795, -0.0243, -0.0330, -0.0492, -0.0411, -0.0545, -0.1275, -0.0488, 0.1618, 0.0864, 0.1256, 0.1825, 0.1091, 0.0968, 0.1194, 0.0787, 0.1036, 0.1260, 0.0571, 0.1017],
  "relative_energy_kcal_mol": 43.9,
  "fmax_ev_per_a": 5.5,
  "charge": 1,
  "lumo_energy_ev": -3.963
}


{
  "formula": "C9H12N2",
  "method": "wB97M-V/def2-TZVPD",
  "species": ["C", "C", "N", "C", "N", "C", "C", "C", "C", "C", "C", "H", "H", "H", "H", "H", "H", "H", "H", "H", "H", "H", "H"],
  "coordinates": [[3.739, 0.404, -0.816], [3.523, 0.488, 0.562], [2.411, -0.191, 0.905], [1.886, -0.511, -0.450], [2.671, -0.188, -1.399], [0.788, 0.051, 0.275], [0.316, 1.319, -0.368], [-0.929, 0.927, -1.210], [-1.891, -0.153, -0.595], [-1.147, -1.210, 0.279], [-0.192, -0.586, 1.211], [4.588, 0.681, -1.376], [4.176, 0.863, 1.278], [1.011, 1.713, -0.990], [-0.089, 2.015, 0.319], [-0.368, 0.503, -2.091], [-1.482, 1.908, -1.465], [-2.714, 0.287, -0.067], [-2.157, -0.640, -1.520], [-1.965, -1.781, 0.778], [-0.399, -1.810, -0.419], [-0.647, 0.325, 1.725], [0.355, -1.252, 1.903]],
  "lowdin_charge": [-0.1159, -0.1315, 0.1088, -0.2753, 0.0953, -0.2273, -0.1305, -0.1550, -0.1730, -0.2020, -0.1616, 0.0833, 0.0759, 0.0794, 0.1098, 0.1244, 0.1370, 0.0988, 0.0965, 0.1227, 0.1579, 0.1508, 0.1314],
  "relative_energy_kcal_mol": 108.2,
  "fmax_ev_per_a": 4.5,
  "charge": 0,
  "lumo_energy_ev": 0.739
}